# 1
ORCA calculation (the ωB97M-V functional and the def2-TZVPD basis) on a structure of composition C13H24NO6SZr.

The value obtained for the energy above the lowest of the compared OMol25 structures with the same formula, charge and spin is 0.0 kJ/mol. The calculation puts the orbital gap at 8.469 eV. The net charge is +3. Its total energy is -1460.259077 a.u. As for the highest occupied orbital energy: -18.77 eV.

Element x y z (Å)
1 Zr 0.068 -0.368 -0.480
2 C -0.727 -1.396 2.433
3 C -1.390 -0.044 2.332
4 O -0.567 0.772 1.437
5 C 0.472 1.523 2.141
6 C 1.744 1.480 1.322
7 O 1.846 0.121 0.794
8 C 3.073 -0.171 0.057
9 C 3.028 0.508 -1.319
10 O 1.628 0.782 -1.602
11 C 1.273 1.035 -2.989
12 C -0.084 1.705 -2.940
13 O -0.858 0.979 -1.926
14 C -2.312 1.163 -1.879
15 C -2.905 -0.207 -1.657
16 O -2.097 -0.831 -0.613
17 C -2.627 -2.092 -0.086
18 C -1.463 -2.844 0.552
19 O -0.489 -1.895 1.081
20 H -1.330 -2.115 2.986
21 H 0.256 -1.330 2.898
22 H -1.466 0.447 3.301
23 H -2.380 -0.084 1.884
24 H 0.627 1.067 3.117
25 H 0.133 2.550 2.270
26 H 2.607 1.675 1.959
27 H 1.739 2.185 0.489
28 H 3.099 -1.255 -0.017
29 H 3.924 0.167 0.646
30 H 3.428 -0.160 -2.083
31 H 3.561 1.457 -1.346
32 H 1.249 0.082 -3.518
33 H 2.011 1.698 -3.441
34 H -0.590 1.617 -3.900
35 H -0.027 2.748 -2.633
36 H -2.654 1.588 -2.821
37 H -2.528 1.851 -1.063
38 H -2.850 -0.834 -2.548
39 H -3.937 -0.129 -1.314
40 H -3.044 -2.668 -0.913
41 H -3.418 -1.840 0.619
42 H -0.920 -3.444 -0.171
43 H -1.809 -3.481 1.364
44 S 2.254 -4.053 -2.330
45 C 1.373 -2.866 -1.920
46 N 0.666 -1.915 -1.591

Forces on the atoms, in the same order (eV/Å):
0.165 -0.510 -0.250
-0.030 -0.029 -0.004
0.023 0.062 -0.009
0.221 -0.046 -0.167
0.042 0.005 0.020
-0.016 -0.080 0.055
-0.097 -0.047 -0.227
0.017 0.071 0.044
-0.009 0.077 0.011
-0.250 -0.054 0.141
-0.017 0.120 -0.004
0.036 0.040 0.015
0.010 -0.341 0.037
0.019 0.024 -0.039
0.015 0.002 -0.004
0.166 -0.003 -0.098
0.000 0.084 0.033
-0.055 0.042 0.086
-0.118 0.220 -0.074
-0.007 0.016 0.014
-0.008 -0.025 0.014
-0.035 -0.004 0.009
0.001 0.001 0.010
0.010 -0.030 -0.005
-0.011 -0.006 0.059
0.012 0.036 -0.023
-0.019 0.013 0.006
0.025 0.006 -0.019
0.026 -0.033 -0.016
0.024 0.015 -0.006
0.000 0.004 -0.007
0.013 -0.003 0.006
-0.008 0.003 -0.015
-0.010 0.028 0.001
-0.007 0.002 0.007
-0.011 0.003 0.003
-0.014 0.012 -0.007
-0.003 -0.004 0.001
-0.008 -0.006 -0.018
-0.027 -0.024 0.023
-0.007 -0.003 -0.005
-0.004 0.009 -0.014
0.000 -0.063 -0.048
-0.076 0.091 0.010
-0.040 -0.193 -0.115
0.061 0.519 0.568

***

# 2
ORCA calculation (the ωB97M-V functional and the def2-TZVPD basis) on a cluster of 7 separate species, C45H101N2O4 in total in a non-equilibrium geometry.

The calculation puts the orbital gap at 8.443 eV. The net charge is +1. Its total energy is -2185.286952 a.u. As for the highest occupied orbital energy: -12.07 eV.

Element x y z (Å)
1 C -1.071 -2.408 -0.226
2 C -0.619 -3.674 -0.186
3 C 0.312 -4.235 -1.236
4 N -0.526 -4.682 -2.421
5 C -0.221 -3.948 -3.696
6 C -0.772 -2.534 -3.731
7 C -2.271 -2.443 -4.048
8 O -3.062 -3.443 -3.380
9 C -3.350 -4.569 -4.078
10 C -4.301 -5.458 -3.339
11 O -2.855 -4.821 -5.139
12 C -0.363 -6.166 -2.642
13 O 0.958 -6.426 -2.948
14 N 1.069 -6.969 -4.344
15 O 2.123 -6.808 -4.741
16 H -0.383 -1.594 -0.445
17 H -2.111 -2.217 0.018
18 H -0.910 -4.331 0.633
19 H 0.834 -5.103 -0.838
20 H 1.045 -3.498 -1.562
21 H -1.503 -4.545 -2.141
22 H -0.580 -4.546 -4.534
23 H 0.867 -3.921 -3.772
24 H -0.238 -2.018 -4.533
25 H -0.555 -1.988 -2.814
26 H -2.637 -1.492 -3.656
27 H -2.451 -2.421 -5.122
28 H -4.790 -6.126 -4.044
29 H -3.766 -6.034 -2.578
30 H -5.053 -4.872 -2.809
31 H -0.667 -6.675 -1.724
32 H -1.031 -6.462 -3.459
33 C -2.881 -2.427 3.277
34 C -1.479 -1.824 3.304
35 C -0.676 -2.206 4.546
36 C -1.280 -1.728 5.868
37 C -1.496 -0.218 5.964
38 C -0.206 0.591 5.870
39 H -3.486 -2.083 4.117
40 H -3.411 -2.150 2.363
41 H -2.837 -3.519 3.321
42 H -1.547 -0.736 3.217
43 H -0.931 -2.169 2.423
44 H 0.341 -1.815 4.445
45 H -0.576 -3.296 4.584
46 H -0.623 -2.044 6.683
47 H -2.234 -2.235 6.038
48 H -1.980 -0.006 6.920
49 H -2.195 0.113 5.191
50 H 0.489 0.307 6.663
51 H -0.408 1.657 5.971
52 H 0.297 0.444 4.912
53 C 5.669 0.320 0.402
54 C 5.790 -1.190 0.583
55 C 5.005 -1.990 -0.457
56 C 3.494 -1.753 -0.433
57 C 2.817 -2.044 0.906
58 C 2.938 -3.499 1.347
59 H 4.637 0.659 0.511
60 H 6.264 0.845 1.149
61 H 6.026 0.625 -0.584
62 H 5.471 -1.466 1.592
63 H 6.842 -1.475 0.510
64 H 5.213 -3.055 -0.319
65 H 5.379 -1.739 -1.454
66 H 3.036 -2.380 -1.210
67 H 3.282 -0.719 -0.719
68 H 1.756 -1.788 0.821
69 H 3.222 -1.391 1.682
70 H 2.497 -4.166 0.598
71 H 2.414 -3.661 2.290
72 H 3.974 -3.803 1.495
73 C 7.501 6.894 -0.267
74 C 6.963 6.577 1.124
75 C 7.228 5.136 1.558
76 C 6.573 4.077 0.669
77 C 5.056 4.193 0.536
78 C 4.319 4.022 1.861
79 H 7.030 6.273 -1.032
80 H 7.306 7.936 -0.526
81 H 8.580 6.734 -0.315
82 H 5.890 6.788 1.158
83 H 7.427 7.250 1.848
84 H 6.895 5.008 2.592
85 H 8.308 4.960 1.569
86 H 6.817 3.088 1.070
87 H 7.019 4.114 -0.329
88 H 4.708 3.426 -0.163
89 H 4.788 5.154 0.089
90 H 4.538 3.046 2.303
91 H 3.239 4.088 1.718
92 H 4.599 4.790 2.583
93 C 4.834 8.297 -2.948
94 C 3.722 7.371 -3.433
95 C 4.062 5.889 -3.273
96 C 5.281 5.416 -4.066
97 C 5.197 5.649 -5.574
98 C 4.045 4.903 -6.240
99 H 5.755 8.155 -3.516
100 H 4.544 9.343 -3.049
101 H 5.052 8.107 -1.895
102 H 3.485 7.597 -4.476
103 H 2.813 7.579 -2.863
104 H 3.189 5.293 -3.551
105 H 4.240 5.682 -2.212
106 H 5.422 4.346 -3.881
107 H 6.180 5.907 -3.682
108 H 6.138 5.326 -6.026
109 H 5.111 6.718 -5.785
110 H 4.136 3.826 -6.079
111 H 4.039 5.078 -7.317
112 H 3.077 5.223 -5.852
113 C -5.739 -1.452 7.290
114 C -4.719 -1.192 8.395
115 C -5.222 -1.559 9.790
116 C -6.442 -0.767 10.261
117 C -6.255 0.749 10.281
118 C -5.156 1.214 11.232
119 H -6.643 -0.857 7.426
120 H -5.326 -1.198 6.312
121 H -6.027 -2.505 7.268
122 H -4.412 -0.142 8.368
123 H -3.819 -1.778 8.186
124 H -4.404 -1.434 10.505
125 H -5.471 -2.625 9.806
126 H -6.705 -1.104 11.269
127 H -7.302 -1.010 9.631
128 H -7.200 1.209 10.580
129 H -6.046 1.116 9.272
130 H -5.368 0.897 12.255
131 H -5.076 2.302 11.232
132 H -4.180 0.815 10.950
133 C -6.055 -1.118 -4.444
134 C -6.789 -1.862 -5.556
135 C -5.860 -2.344 -6.669
136 C -5.121 -1.235 -7.420
137 C -6.025 -0.189 -8.071
138 C -6.951 -0.766 -9.136
139 H -5.566 -0.216 -4.815
140 H -6.741 -0.817 -3.652
141 H -5.292 -1.766 -4.000
142 H -7.576 -1.224 -5.965
143 H -7.295 -2.731 -5.128
144 H -6.436 -2.944 -7.377
145 H -5.115 -3.027 -6.240
146 H -4.499 -1.696 -8.194
147 H -4.428 -0.729 -6.739
148 H -5.392 0.576 -8.527
149 H -6.617 0.324 -7.308
150 H -6.377 -1.245 -9.932
151 H -7.557 0.018 -9.589
152 H -7.635 -1.508 -8.721

Forces on the atoms, in the same order (eV/Å):
0.164 -0.642 0.178
0.094 0.275 -0.111
0.601 0.528 1.321
0.262 -0.606 0.018
0.482 0.291 -0.134
-0.351 -0.112 -0.263
0.203 0.780 0.147
0.108 0.012 0.060
-0.201 -0.073 0.094
-0.310 0.162 0.209
0.213 -0.056 -0.333
-0.201 -0.390 0.008
0.030 0.219 0.300
-0.018 0.201 -0.482
-0.013 -0.241 0.152
-0.506 0.044 -1.231
0.424 0.478 1.202
-0.980 -0.420 -0.761
0.106 -0.011 -0.327
-0.074 -0.079 -0.182
-0.043 0.311 -0.251
-0.211 0.056 0.126
-0.052 -0.070 0.133
-0.043 0.027 0.069
0.108 -0.169 0.027
-0.088 -0.110 -0.011
-0.100 -0.450 0.046
0.146 -0.069 0.064
-0.001 -0.064 -0.132
0.063 0.023 -0.060
0.095 0.130 0.033
0.049 0.067 0.023
0.051 0.059 -0.088
-0.035 -0.107 0.017
0.032 0.007 0.006
-0.041 -0.003 0.000
0.060 -0.004 0.064
-0.078 0.021 -0.022
-0.008 -0.015 0.007
-0.024 -0.006 0.012
-0.015 -0.001 0.051
0.023 0.005 0.008
0.040 0.052 0.006
-0.003 0.014 0.009
-0.011 -0.003 -0.012
0.001 0.006 0.006
0.004 -0.011 -0.002
-0.031 0.021 -0.016
-0.020 -0.014 0.008
0.024 -0.019 -0.021
0.016 0.006 0.009
0.014 -0.007 0.005
-0.004 -0.080 0.077
0.007 0.065 -0.076
0.010 -0.052 0.004
-0.019 0.042 0.011
-0.038 -0.085 -0.090
-0.109 0.090 0.077
0.007 0.032 -0.009
0.002 0.019 -0.011
-0.026 0.021 -0.007
0.004 -0.028 -0.004
0.002 -0.013 0.027
-0.021 -0.005 0.002
0.012 0.013 0.003
0.014 -0.003 -0.001
0.010 0.000 -0.013
0.003 0.031 0.065
0.008 0.022 -0.017
0.074 -0.043 0.014
-0.010 -0.040 -0.010
0.013 0.009 -0.037
-0.104 0.079 0.050
0.097 -0.024 -0.029
-0.063 0.002 0.020
0.035 0.016 -0.045
-0.014 -0.089 0.085
-0.052 0.029 -0.081
0.024 0.008 -0.024
0.033 -0.001 -0.038
-0.003 -0.038 -0.020
-0.003 -0.005 0.021
-0.021 0.010 0.008
-0.011 -0.016 -0.005
0.005 0.016 -0.009
0.003 -0.002 0.002
0.012 -0.005 0.004
0.005 0.024 -0.033
0.021 0.006 -0.005
0.029 0.015 0.029
-0.005 -0.007 0.016
0.011 -0.010 0.012
-0.097 -0.001 -0.029
0.056 -0.007 0.065
-0.034 -0.017 -0.012
0.013 0.019 0.017
-0.005 -0.080 -0.004
0.033 0.066 -0.028
0.014 -0.001 0.018
0.014 0.006 0.019
0.057 0.012 -0.005
-0.008 -0.033 -0.009
-0.014 0.017 -0.023
0.010 -0.012 -0.009
-0.008 0.014 0.004
0.007 -0.002 -0.006
-0.005 0.001 0.012
0.006 0.027 -0.013
0.007 0.008 0.016
-0.023 -0.003 0.024
-0.007 -0.017 -0.006
-0.004 -0.009 0.006
0.077 0.056 -0.018
-0.009 -0.088 -0.065
0.010 0.008 0.026
-0.010 0.003 -0.028
0.009 -0.010 0.078
-0.028 0.040 -0.068
-0.012 -0.011 0.002
-0.011 -0.009 -0.007
-0.035 0.005 0.016
0.009 0.001 0.026
0.028 0.035 0.015
-0.007 0.008 0.008
0.005 -0.004 -0.014
-0.004 0.009 0.005
0.004 -0.015 -0.002
-0.003 0.016 -0.023
-0.014 -0.011 -0.011
0.025 -0.026 0.002
0.005 0.003 0.019
0.003 -0.008 0.011
-0.073 -0.053 -0.009
0.090 -0.036 0.029
-0.017 -0.003 -0.003
0.024 0.006 0.028
0.012 -0.032 -0.067
-0.005 0.059 0.045
0.016 -0.004 0.006
0.024 -0.002 0.022
0.031 0.056 0.030
0.004 -0.010 -0.035
-0.040 0.020 0.001
0.013 0.001 -0.015
-0.013 -0.014 0.002
-0.002 0.005 -0.009
-0.002 -0.007 0.007
-0.010 0.021 0.015
0.014 0.000 0.016
-0.007 -0.031 0.007
-0.002 -0.007 -0.017
0.000 -0.008 -0.007

***

# 3
ORCA calculation (the ωB97M-V functional and the def2-TZVPD basis) on a cluster of 9 separate species, C32H52Br4N4O3 in total in a non-equilibrium geometry.

Its structure (SMILES) is c1cc[nH]c1.c1cc[nH]c1.c1cc[nH]c1.c1cc[nH]c1.C1CCOC1.C1CCOC1.C1CCOC1.BrCCBr.BrCCBr. The calculation puts the orbital gap at 8.360 eV. Its total energy is -11991.120119 a.u. As for the highest occupied orbital energy: -8.06 eV.

Element x y z (Å)
1 C -6.594 -11.257 -19.390
2 C -7.429 -10.208 -19.661
3 C -8.603 -10.514 -19.116
4 N -8.495 -11.776 -18.483
5 C -7.222 -12.203 -18.603
6 H -5.636 -11.511 -19.818
7 H -7.191 -9.364 -20.292
8 H -9.541 -9.996 -19.251
9 H -9.239 -12.349 -18.112
10 H -6.874 -13.183 -18.311
11 C -10.288 -19.309 -24.767
12 C -10.623 -18.868 -23.527
13 C -10.145 -19.833 -22.639
14 N -9.500 -20.785 -23.421
15 C -9.670 -20.476 -24.694
16 H -10.554 -18.830 -25.697
17 H -11.138 -17.982 -23.186
18 H -10.304 -20.006 -21.585
19 H -9.052 -21.577 -22.983
20 H -9.421 -21.270 -25.382
21 C -9.761 -13.864 -16.260
22 C -10.591 -14.878 -16.750
23 C -11.836 -14.392 -17.066
24 N -11.817 -13.087 -16.643
25 C -10.605 -12.766 -16.094
26 H -8.723 -14.006 -15.998
27 H -10.210 -15.870 -16.941
28 H -12.715 -14.868 -17.474
29 H -12.543 -12.411 -16.833
30 H -10.386 -11.804 -15.653
31 C -8.549 -16.978 -15.478
32 C -7.409 -17.239 -16.305
33 C -7.554 -18.481 -16.874
34 N -8.804 -18.961 -16.423
35 C -9.391 -18.123 -15.519
36 H -8.652 -16.040 -14.955
37 H -6.460 -16.725 -16.323
38 H -6.969 -19.122 -17.517
39 H -9.282 -19.803 -16.710
40 H -10.340 -18.300 -15.036
41 C -14.440 -15.735 -20.039
42 C -14.726 -15.889 -21.575
43 C -16.183 -15.365 -21.527
44 O -16.781 -15.771 -20.319
45 C -15.805 -16.288 -19.377
46 H -14.515 -14.681 -19.774
47 H -13.496 -16.148 -19.684
48 H -14.572 -16.947 -21.784
49 H -14.054 -15.277 -22.177
50 H -16.754 -15.745 -22.375
51 H -16.258 -14.292 -21.705
52 H -15.923 -17.370 -19.425
53 H -16.007 -15.863 -18.393
54 C -10.989 -12.220 -21.345
55 C -11.986 -11.416 -22.166
56 C -13.273 -12.220 -22.147
57 O -13.186 -13.062 -20.983
58 C -11.820 -13.159 -20.431
59 H -10.359 -11.643 -20.667
60 H -10.366 -12.789 -22.035
61 H -11.600 -11.269 -23.175
62 H -12.246 -10.386 -21.922
63 H -13.325 -12.839 -23.043
64 H -14.162 -11.590 -22.154
65 H -11.478 -14.190 -20.513
66 H -11.918 -12.768 -19.418
67 C -5.022 -18.237 -22.151
68 C -4.404 -19.365 -21.434
69 C -5.474 -19.919 -20.497
70 O -6.666 -19.472 -21.215
71 C -6.385 -18.833 -22.450
72 H -4.558 -18.194 -23.137
73 H -4.929 -17.265 -21.667
74 H -3.454 -19.048 -21.004
75 H -4.128 -20.199 -22.079
76 H -5.439 -19.453 -19.512
77 H -5.435 -20.993 -20.313
78 H -7.111 -18.104 -22.811
79 H -6.232 -19.585 -23.224
80 Br -2.741 -15.173 -22.485
81 C -4.286 -13.812 -22.438
82 C -4.568 -13.222 -23.792
83 Br -3.068 -11.959 -23.889
84 H -4.124 -12.979 -21.754
85 H -5.145 -14.407 -22.131
86 H -5.518 -12.732 -24.008
87 H -4.648 -13.985 -24.566
88 Br -11.277 -17.622 -19.857
89 C -9.719 -16.689 -20.694
90 C -8.826 -16.070 -19.561
91 Br -7.424 -14.986 -20.517
92 H -10.088 -15.920 -21.372
93 H -9.030 -17.426 -21.106
94 H -8.407 -16.724 -18.797
95 H -9.480 -15.443 -18.955

Forces on the atoms, in the same order (eV/Å):
2.651 -2.588 0.544
0.592 1.203 -1.248
-2.396 -1.391 1.061
-0.807 1.390 -0.190
0.215 0.523 -1.176
0.300 0.626 0.146
-0.155 0.044 0.174
-0.058 -0.161 0.450
-0.039 0.379 0.225
-0.192 0.221 0.161
-1.228 2.039 -3.604
-0.022 -0.146 3.620
0.207 -0.013 -0.681
-0.871 0.122 3.697
1.669 -2.883 -1.461
0.008 0.017 0.002
-0.086 -0.024 -0.353
0.310 0.308 -0.049
-0.118 0.020 -0.574
0.203 0.618 -0.581
-1.144 0.770 0.844
0.232 -1.401 -1.347
0.563 0.228 0.665
-0.444 0.508 0.162
1.036 -0.238 -0.546
-0.129 0.335 0.194
-0.416 -0.043 0.005
0.131 0.153 -0.038
0.053 -0.207 0.282
-0.217 0.042 -0.244
-0.046 -1.266 -0.010
0.121 -0.757 0.361
-2.247 -0.563 0.623
0.452 -0.421 0.013
1.825 2.517 -0.725
-0.334 -0.376 0.297
-0.274 0.451 -0.158
0.080 0.318 0.038
0.500 0.037 -0.124
0.106 -0.130 -0.235
-1.591 -0.282 0.510
-0.135 0.679 2.391
0.371 -0.818 -1.600
-0.110 0.080 0.634
1.206 0.766 -2.330
0.514 0.116 -0.176
-0.308 -0.095 0.005
-0.493 0.000 -0.491
-0.132 -0.007 0.037
-0.285 -0.497 0.075
0.435 0.367 0.611
0.312 -0.123 0.469
0.039 -0.183 -0.038
0.021 -0.176 1.024
-0.256 0.869 -0.780
0.884 -0.829 0.050
-0.020 0.013 0.151
-1.442 1.281 -1.999
0.236 0.208 -0.532
0.126 -0.051 0.209
-0.039 -0.363 -0.198
0.486 0.010 1.006
-0.126 -0.331 -0.081
-0.071 -0.139 0.488
-0.121 -0.045 0.450
0.408 -0.409 0.084
-0.033 0.092 -2.487
1.892 -1.293 1.199
-0.186 1.664 -0.909
-1.797 -1.005 1.282
1.329 0.222 0.833
0.484 0.661 0.002
-0.479 -0.165 0.152
-0.078 -0.180 0.575
-0.066 0.192 -0.526
-0.281 0.279 0.040
-0.238 -0.100 -0.526
-0.487 -0.231 0.649
-0.222 -0.120 -0.265
-1.265 1.402 0.123
-1.035 -1.039 0.029
0.740 -0.338 -0.427
-0.316 0.219 -1.242
0.449 -0.669 0.319
0.213 -0.163 0.252
0.055 0.649 1.150
1.174 -0.048 -0.191
0.956 0.370 -0.431
1.603 -0.311 1.847
-1.614 0.685 -0.540
-0.837 -0.832 0.704
0.046 -0.361 0.057
-0.838 -0.226 -0.768
0.484 -0.458 -0.776
0.404 0.802 -0.317